Version i
ORCA calculation (wB97M-V/def2-TZVPD) on a molecular structure, C36H33F6N7OPSTi.

Results
Gap between HOMO and LUMO, eV: 7.18
Net charge: +1

Each line ends with the Löwdin charge.
Geometry (Å):
Ti (1.138, 0.095, 0.471)  0.878
C (-2.029, -2.788, -0.419)  -0.049
C (-2.681, -1.981, -1.523)  -0.266
C (-3.444, -2.673, -2.460)  -0.037
C (-4.108, -2.024, -3.489)  -0.060
C (-4.028, -0.645, -3.594)  -0.064
C (-3.279, 0.068, -2.669)  -0.083
C (-2.602, -0.579, -1.638)  -0.303
P (-1.619, 0.391, -0.427)  1.149
C (-2.195, 2.127, -0.664)  -0.324
C (-3.152, 2.711, 0.169)  -0.090
C (-3.548, 4.030, -0.005)  -0.075
C (-2.989, 4.787, -1.025)  -0.063
C (-2.034, 4.217, -1.854)  -0.036
C (-1.620, 2.898, -1.690)  -0.285
C (-0.558, 2.345, -2.609)  -0.039
C (-2.404, -0.112, 1.130)  -0.359
C (-3.796, -0.237, 1.242)  -0.099
C (-4.373, -0.609, 2.438)  -0.062
C (-3.554, -0.860, 3.542)  -0.055
C (-2.179, -0.764, 3.423)  -0.033
C (-1.578, -0.408, 2.206)  -0.300
C (-0.058, -0.452, 2.121)  -0.230
H (-1.811, -3.796, -0.770)  0.085
H (-2.701, -2.881, 0.438)  0.095
H (-1.102, -2.352, -0.057)  0.051
H (-3.515, -3.753, -2.374)  0.120
H (-4.691, -2.594, -4.202)  0.112
H (-4.545, -0.121, -4.389)  0.111
H (-3.250, 1.147, -2.746)  0.101
H (-3.593, 2.143, 0.976)  0.094
H (-4.296, 4.457, 0.651)  0.110
H (-3.303, 5.812, -1.184)  0.112
H (-1.595, 4.807, -2.651)  0.118
H (-0.863, 1.409, -3.081)  0.064
H (0.367, 2.143, -2.069)  0.048
H (-0.325, 3.054, -3.402)  0.095
H (-4.424, -0.046, 0.377)  0.122
H (-5.449, -0.708, 2.517)  0.112
H (-3.994, -1.144, 4.491)  0.112
H (-1.545, -0.991, 4.275)  0.122
H (0.250, -1.480, 2.279)  0.061
H (0.362, 0.119, 2.948)  0.048
N (-0.260, 4.027, 1.391)  0.090
C (-0.334, 2.723, 1.591)  -0.117
N (0.610, 2.139, 0.870)  -0.014
C (1.234, 3.188, 0.238)  -0.308
N (0.730, 4.353, 0.524)  0.186
C (2.460, 2.949, -0.535)  -0.212
C (3.267, 3.977, -0.990)  -0.037
N (4.463, 3.731, -1.520)  0.119
C (4.849, 2.456, -1.549)  -0.066
C (4.040, 1.427, -1.098)  -0.093
N (2.827, 1.671, -0.622)  0.028
H (-0.862, 4.745, 1.762)  0.175
H (-1.035, 2.233, 2.249)  0.152
H (2.942, 5.010, -0.908)  0.128
H (5.834, 2.240, -1.944)  0.123
H (4.370, 0.398, -1.123)  0.110
C (4.700, -2.819, 5.413)  -0.024
C (3.913, -2.534, 4.169)  -0.309
C (3.258, -3.551, 3.476)  -0.009
C (2.563, -3.193, 2.347)  -0.111
N (2.501, -1.933, 1.917)  -0.013
C (3.126, -1.022, 2.663)  -0.771
S (2.940, 0.623, 2.091)  0.725
N (3.843, -1.263, 3.760)  0.120
H (5.317, -3.710, 5.296)  0.085
H (4.018, -2.999, 6.246)  0.090
H (5.327, -1.965, 5.658)  0.082
H (3.305, -4.581, 3.803)  0.117
H (2.051, -3.938, 1.744)  0.121
C (0.819, -3.180, -2.075)  0.032
C (1.603, -1.900, -1.876)  -0.321
O (1.194, -1.270, -0.670)  -0.261
C (3.152, -2.230, -1.798)  -0.542
F (3.568, -2.287, -0.538)  0.167
F (3.413, -3.407, -2.370)  0.169
F (3.906, -1.305, -2.422)  0.143
C (1.355, -0.980, -3.094)  -0.566
F (0.045, -0.877, -3.350)  0.163
F (1.825, 0.256, -2.892)  0.150
F (1.948, -1.486, -4.175)  0.191
H (0.983, -3.844, -1.227)  0.114
H (1.142, -3.681, -2.983)  0.112
H (-0.236, -2.949, -2.153)  0.072

=====

Version ii
ORCA calculation (wB97M-V/def2-TZVPD) on a molecular structure, C36H33F6N7OPSTi.

Results
Gap between HOMO and LUMO, eV: 7.59
Net charge: +1

Each line ends with the Löwdin charge.
Geometry (Å):
Ti (0.749, -0.164, -0.478)  0.722
C (0.422, 3.799, 0.908)  -0.066
C (-0.755, 3.582, 1.816)  -0.262
C (-0.989, 4.517, 2.820)  -0.035
C (-2.103, 4.444, 3.638)  -0.060
C (-3.026, 3.427, 3.452)  -0.067
C (-2.808, 2.481, 2.467)  -0.091
C (-1.670, 2.532, 1.660)  -0.289
P (-1.441, 1.312, 0.320)  1.091
C (-2.891, 0.207, 0.427)  -0.319
C (-3.806, 0.150, -0.625)  -0.086
C (-4.838, -0.773, -0.625)  -0.071
C (-4.967, -1.655, 0.438)  -0.061
C (-4.068, -1.595, 1.490)  -0.038
C (-3.025, -0.672, 1.511)  -0.294
C (-2.122, -0.633, 2.715)  -0.053
C (-1.649, 2.320, -1.167)  -0.333
C (-2.731, 3.183, -1.349)  -0.074
C (-2.815, 3.958, -2.489)  -0.060
C (-1.804, 3.883, -3.444)  -0.055
C (-0.714, 3.055, -3.246)  -0.034
C (-0.611, 2.269, -2.096)  -0.328
C (0.601, 1.419, -1.855)  -0.235
H (0.178, 4.551, 0.154)  0.102
H (0.729, 2.893, 0.390)  -0.015
H (1.282, 4.154, 1.474)  0.093
H (-0.280, 5.324, 2.951)  0.119
H (-2.256, 5.187, 4.409)  0.110
H (-3.915, 3.372, 4.064)  0.109
H (-3.547, 1.706, 2.311)  0.100
H (-3.708, 0.831, -1.461)  0.097
H (-5.533, -0.806, -1.453)  0.113
H (-5.766, -2.382, 0.451)  0.112
H (-4.174, -2.278, 2.324)  0.119
H (-1.999, -1.635, 3.125)  0.080
H (-2.554, -0.014, 3.503)  0.091
H (-1.135, -0.221, 2.494)  0.033
H (-3.505, 3.241, -0.592)  0.120
H (-3.656, 4.619, -2.636)  0.110
H (-1.863, 4.488, -4.338)  0.111
H (0.082, 3.026, -3.979)  0.120
H (1.421, 2.030, -1.439)  0.081
H (0.991, 1.023, -2.799)  0.060
N (-0.304, -3.724, 1.678)  0.077
C (0.366, -2.575, 1.649)  -0.120
N (-0.020, -1.907, 0.572)  0.024
C (-0.926, -2.725, -0.022)  -0.307
N (-1.136, -3.844, 0.618)  0.180
C (-1.479, -2.281, -1.292)  -0.183
C (-2.453, -2.967, -1.997)  -0.037
N (-2.885, -2.541, -3.176)  0.131
C (-2.332, -1.431, -3.641)  -0.066
C (-1.358, -0.730, -2.941)  -0.066
N (-0.931, -1.146, -1.751)  0.081
H (-0.239, -4.470, 2.354)  0.174
H (1.124, -2.253, 2.352)  0.124
H (-2.877, -3.877, -1.594)  0.133
H (-2.664, -1.076, -4.608)  0.123
H (-0.927, 0.171, -3.348)  0.105
C (4.768, -2.775, 3.489)  -0.019
C (4.607, -1.534, 2.670)  -0.329
C (5.694, -0.852, 2.143)  -0.008
C (5.423, 0.228, 1.327)  -0.114
N (4.184, 0.645, 1.076)  0.070
C (3.216, -0.038, 1.666)  -0.736
S (1.568, 0.648, 1.547)  0.717
N (3.361, -1.114, 2.436)  0.100
H (5.740, -2.809, 3.974)  0.083
H (4.687, -3.650, 2.839)  0.088
H (3.986, -2.836, 4.243)  0.082
H (6.707, -1.165, 2.347)  0.118
H (6.221, 0.790, 0.857)  0.118
C (4.237, -0.969, -2.430)  0.051
C (3.012, -1.750, -1.978)  -0.369
O (2.163, -0.938, -1.245)  -0.215
C (2.212, -2.258, -3.200)  -0.557
F (1.645, -1.221, -3.837)  0.156
F (2.976, -2.901, -4.078)  0.188
F (1.218, -3.081, -2.826)  0.168
C (3.425, -2.945, -1.090)  -0.550
F (4.388, -2.577, -0.235)  0.167
F (2.400, -3.408, -0.357)  0.157
F (3.895, -3.955, -1.824)  0.188
H (3.933, -0.215, -3.154)  0.109
H (4.976, -1.624, -2.887)  0.112
H (4.670, -0.473, -1.565)  0.089

=====

version ii takes first place; second place is 0.0534 hartree up.